No. 1
DFT (wB97M-V/def2-TZVPD) results for C27H31F2N7O5S6SbW as an isolated structure.

XYZ file:
```
80
C27H31F2N7O5S6SbW wB97M-V/def2-TZVPD
W -0.5826 0.8042 0.2950
S -3.5490 -2.2186 2.1395
Sb -3.7332 -0.5998 0.3566
S -1.7206 -1.0876 -0.8457
S -2.7372 1.3350 1.3481
C -3.4069 0.9898 -4.0721
N -2.0304 0.5368 -3.9781
C -1.4558 -0.4864 -4.7120
C -0.2273 -0.6934 -4.2183
N -0.0492 0.2203 -3.1805
C -1.1772 0.9513 -3.0274
S -1.5222 2.1038 -1.8438
C 1.1755 0.3087 -2.4726
C 2.3048 0.3258 -3.2713
C 3.5522 0.2508 -2.6918
C 3.6200 0.1555 -1.3218
C 2.4462 0.1957 -0.5929
N 1.2251 0.2870 -1.1296
H -3.9102 0.3983 -4.8321
H -3.4443 2.0435 -4.3403
H -3.8961 0.8528 -3.1088
H -1.9870 -0.9879 -5.5002
H 0.5203 -1.4257 -4.4612
H 2.1851 0.3964 -4.3429
H 4.4449 0.2597 -3.3021
H 4.5644 0.0691 -0.8047
H 2.4729 0.1771 0.4830
F 0.5706 -3.8471 4.4631
C 0.2628 -2.8711 3.5719
C 0.8942 -2.8712 2.3401
C 0.5720 -1.8815 1.4252
C -0.3530 -0.8612 1.7090
C -0.9508 -0.9087 2.9738
C -0.6608 -1.9124 3.9063
H 1.6167 -3.6465 2.1113
H 1.0514 -1.9203 0.4517
H -1.6688 -0.1485 3.2489
H -1.1560 -1.9497 4.8683
C 2.0448 3.1933 3.0413
S 0.9522 1.7846 3.0217
C 1.9343 0.6856 4.0327
O 1.1406 1.1925 1.6190
H 2.2113 3.4731 4.0814
H 1.5298 4.0008 2.5343
H 2.9744 2.9232 2.5420
H 1.9244 1.0578 5.0569
H 2.9496 0.6517 3.6392
H 1.4629 -0.2953 3.9824
C -0.7927 -4.5716 -0.8096
N 0.4947 -5.1971 -1.0206
C 0.8551 -6.4240 -0.3241
C 2.2031 -6.7604 -0.9595
N 2.6472 -5.4317 -1.3645
C 1.5788 -4.5985 -1.5409
S 1.6680 -3.0999 -2.2778
H -1.5854 -5.2603 -1.1048
H -0.8514 -3.6691 -1.4081
H -0.9310 -4.2962 0.2385
H 0.1033 -7.1965 -0.4777
H 0.9459 -6.2322 0.7511
H 2.0750 -7.4171 -1.8255
H 2.8950 -7.2237 -0.2599
H 3.4479 -5.2859 -1.9546
F -4.5855 4.9057 -0.6104
C -3.5534 5.0001 0.2347
C -2.3159 5.2102 -0.2097
N -1.2355 5.3461 0.6434
C 0.0997 5.1535 0.0974
C 0.4966 3.6750 0.0077
O 1.5338 3.3579 -0.5449
O -0.3786 2.8979 0.5565
C -1.3831 5.1341 1.9995
O -0.4391 5.0871 2.7672
N -2.6815 4.9798 2.4279
C -3.8410 4.8689 1.6577
O -4.9218 4.6799 2.1575
H -2.1010 5.2830 -1.2663
H 0.8264 5.6808 0.7131
H 0.1342 5.5782 -0.9037
H -2.7925 4.8143 3.4179
```

Values from the calculation:
⟨S²⟩: 3.77
energy relative to the best compared isomer or geometry (same formula, charge and spin): 0.0 kJ/mol
2S+1: 4

Which charges does Löwdin predict for the atoms? In e, they are: atom 1 (W): 0.9881, atom 2 (S): -0.0006, atom 3 (Sb): 0.3729, atom 4 (S): 0.0045, atom 5 (S): -0.0330, atom 6 (C): -0.0203, atom 7 (N): -0.1097, atom 8 (C): -0.0253, atom 9 (C): -0.0503, atom 10 (N): -0.0169, atom 11 (C): -0.7511, atom 12 (S): 0.7068, atom 13 (C): -0.2797, atom 14 (C): -0.0073, atom 15 (C): -0.0401, atom 16 (C): -0.0310, atom 17 (C): -0.1213, atom 18 (N): 0.0403, atom 19 (H): 0.0937, atom 20 (H): 0.0930, atom 21 (H): 0.0815, atom 22 (H): 0.1268, atom 23 (H): 0.1001, atom 24 (H): 0.1247, atom 25 (H): 0.1182, atom 26 (H): 0.1148, atom 27 (H): 0.0957, atom 28 (F): 0.0379, atom 29 (C): -0.3000, atom 30 (C): -0.0217, atom 31 (C): -0.1520, atom 32 (C): -0.4271, atom 33 (C): -0.2776, atom 34 (C): -0.0610, atom 35 (H): 0.1120, atom 36 (H): 0.0554, atom 37 (H): 0.0332, atom 38 (H): 0.1210, atom 39 (C): -0.2162, atom 40 (S): 0.9633, atom 41 (C): -0.2102, atom 42 (O): -0.6741, atom 43 (H): 0.0711, atom 44 (H): 0.0229, atom 45 (H): 0.0755, atom 46 (H): 0.0673, atom 47 (H): 0.0692, atom 48 (H): 0.0354, atom 49 (C): -0.0596, atom 50 (N): -0.1544, atom 51 (C): -0.1205, atom 52 (C): -0.1450, atom 53 (N): 0.0052, atom 54 (C): -0.8384, atom 55 (S): 0.6448, atom 56 (H): 0.0936, atom 57 (H): 0.0000, atom 58 (H): 0.0854, atom 59 (H): 0.1241, atom 60 (H): 0.1252, atom 61 (H): 0.1184, atom 62 (H): 0.1145, atom 63 (H): 0.1202, atom 64 (F): 0.0911, atom 65 (C): -0.1964, atom 66 (C): 0.0250, atom 67 (N): 0.0009, atom 68 (C): -0.0311, atom 69 (C): -0.6739, atom 70 (O): 0.0490, atom 71 (O): -0.3646, atom 72 (C): -0.4710, atom 73 (O): 0.0623, atom 74 (N): 0.2275, atom 75 (C): -0.4182, atom 76 (O): 0.1069, atom 77 (H): 0.1401, atom 78 (H): 0.1338, atom 79 (H): 0.1357, atom 80 (H): 0.1706

***

No. 2
DFT (wB97M-V/def2-TZVPD) results for a 2-piece molecular cluster, C10H18O5P overall in a non-equilibrium geometry.

XYZ file:
```
34
C10H18O5P wB97M-V/def2-TZVPD
C -0.6875 1.6275 -1.5217
C 0.5784 0.9710 -1.4499
C 2.1237 0.4028 -1.1564
C 2.5251 0.8082 0.4040
C 3.6253 -0.1990 1.0853
C 3.0053 -1.5794 1.7189
C 3.7337 -2.9679 1.1370
O 2.6377 -3.9908 1.1208
P 1.1143 -3.1123 0.9466
O 1.5188 -1.6661 1.8688
H -1.5946 2.3606 -1.2669
H 2.1815 -0.7455 -1.3746
H 2.8859 0.9765 -1.8608
H 1.5239 0.9022 1.0057
H 3.0185 1.8911 0.3476
H 4.1594 0.4046 1.9620
H 4.4969 -0.4294 0.3032
H 3.3413 -1.6382 2.8617
H 4.1133 -2.5828 0.0789
H 4.6764 -3.3687 1.7054
H 0.6556 -4.3679 0.3371
H 0.4875 -3.6381 2.1626
H -0.1133 -2.4496 0.5733
H 1.7490 -2.5781 -0.2516
C -4.7160 1.6457 -1.1876
C -6.0994 2.1903 -1.0375
O -5.8812 3.5116 -0.5807
C -4.6258 3.8679 -0.9816
O -4.1734 4.9980 -0.9056
O -3.9437 2.7953 -1.4792
H -4.6422 0.9137 -1.9965
H -4.3418 1.1937 -0.2630
H -6.6388 2.2298 -1.9897
H -6.6937 1.6235 -0.3156
```

Values from the calculation:
net charge: -1
energy relative to the best compared isomer or geometry (same formula, charge and spin): 1243.3 kJ/mol

Which charges does Löwdin predict for the atoms? In e, they are: atom 1 (C): 0.0142, atom 2 (C): -0.0814, atom 3 (C): -0.2012, atom 4 (C): -0.2177, atom 5 (C): -0.1703, atom 6 (C): -0.3612, atom 7 (C): -0.2338, atom 8 (O): -0.4527, atom 9 (P): 0.3480, atom 10 (O): -0.4073, atom 11 (H): 0.0287, atom 12 (H): 0.0870, atom 13 (H): 0.1055, atom 14 (H): 0.1107, atom 15 (H): 0.1082, atom 16 (H): 0.1073, atom 17 (H): 0.1097, atom 18 (H): 0.1281, atom 19 (H): 0.0879, atom 20 (H): 0.1099, atom 21 (H): -0.0613, atom 22 (H): -0.0436, atom 23 (H): -0.0679, atom 24 (H): -0.0224, atom 25 (C): -0.1398, atom 26 (C): -0.1452, atom 27 (O): 0.0596, atom 28 (C): -0.5142, atom 29 (O): 0.1318, atom 30 (O): 0.0297, atom 31 (H): 0.1412, atom 32 (H): 0.1426, atom 33 (H): 0.1336, atom 34 (H): 0.1365

***

No. 3
DFT (wB97M-V/def2-TZVPD) results for C24H36MnN2O6PS as an isolated structure in a non-equilibrium geometry.

XYZ file:
```
71
C24H36MnN2O6PS wB97M-V/def2-TZVPD
Mn 0.1627 -0.1383 -0.0352
C 0.3109 -4.5977 -2.5235
C 0.0619 -3.2799 -1.8473
N -0.8877 -3.0210 -1.0425
O -1.6898 -4.1342 -0.7946
C 0.9866 -2.1527 -2.1541
C 1.9313 -2.2078 -3.3140
N 0.9293 -1.1355 -1.3916
O 1.5888 0.0007 -1.4839
H -0.1791 -5.4151 -2.0056
H 1.3803 -4.7957 -2.5816
H -0.0690 -4.5699 -3.5474
H -2.3518 -3.7830 -0.1912
H 1.4268 -2.5321 -4.2255
H 2.7455 -2.9119 -3.1300
H 2.3653 -1.2263 -3.4854
O -1.5108 0.5666 -0.8799
S -2.5876 1.6212 -0.7227
C -1.7956 3.1526 -0.1172
C -0.3039 3.0027 -0.0225
C 0.2669 2.2344 0.9995
C 1.6378 2.0716 1.0740
C 2.4683 2.6549 0.1193
C 1.9092 3.4114 -0.8889
C 0.5258 3.5833 -0.9633
C -2.9419 2.0614 -2.4261
C -1.7877 2.6639 -3.1715
C -1.8083 4.0091 -3.5265
C -0.7312 4.5742 -4.1969
C 0.3747 3.7953 -4.5080
C 0.3987 2.4503 -4.1582
C -0.6803 1.8825 -3.5000
H -2.2538 3.3531 0.8512
H -2.0718 3.9508 -0.8060
H -0.3447 1.8362 1.8013
H 2.0626 1.5208 1.9002
H 3.5389 2.5114 0.1705
H 2.5414 3.8740 -1.6352
H 0.0988 4.1681 -1.7680
H -3.8247 2.7045 -2.3973
H -3.2430 1.0951 -2.8374
H -2.6765 4.6160 -3.2931
H -0.7595 5.6181 -4.4800
H 1.2127 4.2334 -5.0343
H 1.2584 1.8395 -4.3987
H -0.6552 0.8371 -3.2247
C 0.3332 -3.0163 5.8182
C -0.5421 -2.9363 4.5975
O 0.0232 -1.9418 3.6974
P -0.1801 -2.1044 2.1107
O -0.9969 -0.7163 1.7083
C -2.3113 -0.4613 2.2598
C -2.2463 0.4693 3.4443
O 1.1994 -1.4068 1.5516
C 2.3900 -1.1439 2.3496
C 3.1317 -2.4257 2.6269
H -0.1091 -3.6941 6.5490
H 0.4394 -2.0374 6.2850
H 1.3258 -3.3893 5.5664
H -1.5561 -2.6208 4.8464
H -0.6038 -3.8935 4.0759
H -2.7643 -1.4208 2.5258
H -2.9085 -0.0474 1.4488
H -1.6206 0.0613 4.2372
H -3.2526 0.6226 3.8374
H -1.8531 1.4460 3.1631
H 2.0966 -0.6204 3.2591
H 2.9868 -0.4772 1.7322
H 2.5365 -3.1150 3.2256
H 4.0450 -2.2058 3.1825
H 3.4078 -2.9176 1.6951
```

Values from the calculation:
⟨S²⟩: 1.15
total energy: -3387.314630 a.u.
net charge: +1
2S+1: 2

Which charges does Löwdin predict for the atoms? In e, they are: atom 1 (Mn): 0.6857, atom 2 (C): -0.0073, atom 3 (C): -0.2754, atom 4 (N): 0.0317, atom 5 (O): -0.0491, atom 6 (C): -0.2494, atom 7 (C): -0.0086, atom 8 (N): -0.1799, atom 9 (O): -0.1486, atom 10 (H): 0.0773, atom 11 (H): 0.0838, atom 12 (H): 0.0991, atom 13 (H): 0.0862, atom 14 (H): 0.0901, atom 15 (H): 0.0901, atom 16 (H): 0.0753, atom 17 (O): -0.5577, atom 18 (S): 1.0342, atom 19 (C): -0.2283, atom 20 (C): -0.2568, atom 21 (C): -0.0898, atom 22 (C): -0.0800, atom 23 (C): -0.0543, atom 24 (C): -0.0326, atom 25 (C): -0.0132, atom 26 (C): -0.2718, atom 27 (C): -0.2841, atom 28 (C): -0.0622, atom 29 (C): -0.0773, atom 30 (C): -0.0749, atom 31 (C): -0.0584, atom 32 (C): -0.0349, atom 33 (H): 0.0982, atom 34 (H): 0.0960, atom 35 (H): 0.0991, atom 36 (H): 0.0993, atom 37 (H): 0.1173, atom 38 (H): 0.1177, atom 39 (H): 0.0999, atom 40 (H): 0.1067, atom 41 (H): 0.1080, atom 42 (H): 0.1193, atom 43 (H): 0.1117, atom 44 (H): 0.1102, atom 45 (H): 0.1125, atom 46 (H): 0.1085, atom 47 (C): -0.0661, atom 48 (C): -0.2830, atom 49 (O): -0.3269, atom 50 (P): 0.9257, atom 51 (O): -0.4110, atom 52 (C): -0.2539, atom 53 (C): -0.0503, atom 54 (O): -0.3750, atom 55 (C): -0.2482, atom 56 (C): -0.0586, atom 57 (H): 0.0872, atom 58 (H): 0.0845, atom 59 (H): 0.0763, atom 60 (H): 0.1132, atom 61 (H): 0.1074, atom 62 (H): 0.1170, atom 63 (H): 0.0871, atom 64 (H): 0.0766, atom 65 (H): 0.0928, atom 66 (H): 0.0656, atom 67 (H): 0.1172, atom 68 (H): 0.1130, atom 69 (H): 0.0667, atom 70 (H): 0.0908, atom 71 (H): 0.0885

***

No. 4
DFT (wB97M-V/def2-TZVPD) results for C15H20ClN2O9P3Se2V as an isolated structure in a non-equilibrium geometry.

XYZ file:
```
53
C15H20ClN2O9P3Se2V wB97M-V/def2-TZVPD
V -1.2109 -1.6460 -1.1443
C 2.6498 -4.0026 0.5690
O 2.7185 -3.0030 -0.4529
C 1.5581 -2.3492 -0.6306
O 0.5469 -2.5741 0.0161
N 1.6954 -1.4192 -1.5916
N 0.5728 -0.6902 -2.0023
H 3.6073 -4.5143 0.5435
H 1.8390 -4.6982 0.3694
H 2.4901 -3.5475 1.5444
H 2.6010 -1.2172 -1.9727
H 0.3470 -0.9209 -2.9758
H 0.7770 0.3050 -1.8884
Se 2.3659 1.8638 -0.9690
P 0.7717 1.4389 0.5220
Se -1.4878 -0.3741 0.8512
C -0.1170 3.0408 0.8235
C -1.1482 3.1059 1.7670
C -1.8816 4.2690 1.9545
C -1.6231 5.3953 1.1828
C -0.6208 5.3381 0.2239
C 0.1247 4.1742 0.0479
C 1.6163 1.2235 2.1630
C 3.0061 1.1964 2.2794
C 3.6213 0.9574 3.5064
C 2.8589 0.7414 4.6471
C 1.4731 0.7373 4.5395
C 0.8629 0.9586 3.3125
H -1.4182 2.2205 2.3271
H -2.6764 4.2864 2.6916
H -2.2057 6.2997 1.3192
H -0.4164 6.2012 -0.4014
H 0.9091 4.1352 -0.6987
H 3.6033 1.3703 1.3915
H 4.7049 0.9414 3.5660
H 3.3361 0.5633 5.6041
H 0.8612 0.5416 5.4134
H -0.2124 0.8686 3.2340
O -1.0528 -4.4109 -4.4605
P -1.3566 -3.0785 -3.5652
O -1.0452 -1.8686 -4.3835
O -0.5182 -3.2339 -2.2944
O -2.8905 -3.2983 -3.2340
P -3.8816 -2.6903 -1.8716
O -4.7321 -4.1250 -1.6702
O -2.3169 -0.6113 -2.1077
O -2.8325 -2.8203 -0.7140
H -1.6095 -4.3562 -5.2432
H -4.1619 -4.7311 -1.1752
Cl -3.9981 1.4282 -2.5329
C -2.3146 0.6267 -2.6353
H -1.6840 1.3301 -2.0951
H -2.1054 0.6223 -3.6996
```

Values from the calculation:
⟨S²⟩: 0.77
net charge: -2
energy relative to the best compared isomer or geometry (same formula, charge and spin): 295.8 kJ/mol
2S+1: 2

Which charges does Löwdin predict for the atoms? In e, they are: atom 1 (V): 0.4853, atom 2 (C): -0.0482, atom 3 (O): -0.0176, atom 4 (C): -0.5719, atom 5 (O): -0.0341, atom 6 (N): 0.0409, atom 7 (N): -0.0186, atom 8 (H): 0.0833, atom 9 (H): 0.0952, atom 10 (H): 0.0961, atom 11 (H): 0.1345, atom 12 (H): 0.0873, atom 13 (H): -0.0575, atom 14 (Se): 0.1141, atom 15 (P): 0.4849, atom 16 (Se): 0.3231, atom 17 (C): -0.4073, atom 18 (C): -0.1290, atom 19 (C): -0.1061, atom 20 (C): -0.1284, atom 21 (C): -0.1126, atom 22 (C): -0.1388, atom 23 (C): -0.4021, atom 24 (C): -0.1397, atom 25 (C): -0.1168, atom 26 (C): -0.1330, atom 27 (C): -0.1095, atom 28 (C): -0.1272, atom 29 (H): 0.0451, atom 30 (H): 0.0908, atom 31 (H): 0.0833, atom 32 (H): 0.0873, atom 33 (H): 0.0159, atom 34 (H): 0.0157, atom 35 (H): 0.0862, atom 36 (H): 0.0818, atom 37 (H): 0.0902, atom 38 (H): 0.0420, atom 39 (O): -0.1546, atom 40 (P): 0.1625, atom 41 (O): -0.3231, atom 42 (O): -0.3462, atom 43 (O): -0.4163, atom 44 (P): 0.7477, atom 45 (O): -0.3252, atom 46 (O): -0.5307, atom 47 (O): -0.5727, atom 48 (H): 0.0521, atom 49 (H): 0.0259, atom 50 (Cl): 0.4192, atom 51 (C): -0.6496, atom 52 (H): 0.0586, atom 53 (H): 0.0680

***

No. 5
DFT (wB97M-V/def2-TZVPD) results for a 2-piece molecular cluster, C2H8NO overall in a non-equilibrium geometry.

XYZ file:
```
12
C2H8NO wB97M-V/def2-TZVPD
O -1.9541 -0.5359 -0.3320
H -0.4259 -0.2580 -0.6126
H -2.7996 -0.7868 0.1115
H -2.4667 0.1340 -0.8550
C 0.9323 -0.4602 1.1344
C 1.1212 1.0295 -0.7458
N 0.4543 0.0733 -0.1271
H 1.8090 -1.2130 1.1634
H 1.3626 0.4213 1.5859
H -0.0499 -0.8002 1.5210
H 0.4951 1.8713 -1.1056
H 2.2066 0.9896 -0.5949
```

Values from the calculation:
net charge: +1
energy relative to the best compared isomer or geometry (same formula, charge and spin): 244.3 kJ/mol

Which charges does Löwdin predict for the atoms? In e, they are: atom 1 (O): -0.0589, atom 2 (H): 0.1064, atom 3 (H): 0.1124, atom 4 (H): 0.1067, atom 5 (C): -0.0145, atom 6 (C): 0.1887, atom 7 (N): -0.0576, atom 8 (H): 0.1446, atom 9 (H): 0.0903, atom 10 (H): 0.1155, atom 11 (H): 0.1392, atom 12 (H): 0.1272